This record from OMol25 describes a molecular structure, BH4Rb. The level of theory is ωB97M-V with the def2-TZVPD basis set.

The geometry in XYZ format:
```
6
Properties=species:S:1:pos:R:3:mulliken_charge:R:1
Rb 8.55 -15.97 19.31 0.87
B 6.78 -18.45 19.52 0.07
H 6.28 -17.70 20.33 -0.22
H 6.06 -19.41 19.37 -0.20
H 6.90 -17.91 18.44 -0.31
H 7.86 -18.87 19.90 -0.21
```

- relative energy (zero: lowest compared OMol25 entry of this formula, charge and spin) (eV) = 0.000
- highest occupied orbital energy (eV) = -8.63
- 2S+1 = 1
- LUMO (eV) = -0.9


This record from OMol25 describes a molecular structure, C14H33HgN2O8. The level of theory is ωB97M-V with the def2-TZVPD basis set.

The geometry in XYZ format:
```
58
Properties=species:S:1:pos:R:3:mulliken_charge:R:1
Hg 0.01 1.09 0.80 2.68
C 0.46 4.15 -1.00 -0.96
O 0.83 3.11 -0.17 -0.64
H -0.13 3.69 -1.80 0.17
H -0.25 4.88 -0.62 0.24
H 1.26 4.75 -1.43 0.29
C 1.57 1.50 3.08 0.53
O 0.36 1.42 3.20 -0.75
O 2.24 2.34 3.67 -0.84
O 1.96 0.96 2.05 -0.80
C -2.19 3.29 1.85 -1.11
O -2.06 1.96 1.37 -0.06
C -3.01 1.07 2.04 -0.84
C -2.75 -0.31 1.43 -0.93
N -1.34 -0.68 1.56 -0.17
C -1.05 -2.00 0.92 -0.61
C 0.23 -2.65 1.53 -0.78
O 0.49 -3.83 0.76 -0.36
C 1.57 -4.51 1.33 -0.88
H -2.95 3.85 1.30 0.35
H -1.27 3.86 1.72 0.27
H -2.49 3.44 2.89 0.33
H -4.04 1.41 1.87 0.38
H -2.82 1.08 3.11 0.49
H -3.08 -0.24 0.39 0.17
H -3.39 -1.06 1.89 0.58
H -1.22 -0.79 2.55 0.20
H -0.97 -1.96 -0.17 -0.13
H -1.85 -2.70 1.16 0.57
H -0.08 -2.92 2.54 0.63
H 1.11 -2.00 1.56 0.32
H 2.46 -3.94 1.61 0.34
H 1.92 -5.26 0.63 0.27
H 1.25 -4.96 2.26 0.37
C -2.52 1.80 -1.52 -1.13
O -1.47 0.95 -1.07 0.12
C -1.01 0.05 -2.10 -1.36
C 0.48 0.07 -2.21 -0.47
N 1.12 -0.36 -0.93 0.95
C 2.53 -0.10 -1.00 -0.89
C 3.32 -0.67 -2.24 -0.60
O 3.56 -2.06 -2.12 -0.39
C 2.47 -2.89 -2.36 -0.48
H -3.36 1.16 -1.79 0.35
H -2.12 2.35 -2.37 0.43
H -2.84 2.56 -0.81 0.05
H -1.42 0.41 -3.04 0.60
H -1.45 -0.94 -1.97 0.34
H 0.82 1.10 -2.29 0.43
H 0.78 -0.40 -3.15 0.36
H 1.06 -1.37 -0.87 -0.96
H 3.00 -0.45 -0.08 0.35
H 2.63 0.98 -0.98 0.47
H 4.25 -0.13 -2.42 0.44
H 2.87 -0.49 -3.21 0.30
H 2.04 -2.84 -3.36 0.27
H 1.67 -2.86 -1.62 0.19
H 2.80 -3.93 -2.34 0.31
```

- highest occupied orbital energy (eV) = -2.06
- total charge = -1
- 2S+1 = 1
- LUMO (eV) = 2.4


This record from OMol25 describes 6 unconnected molecules or ions with the total composition C20H50N2O6. The level of theory is ωB97M-V with the def2-TZVPD basis set.

The geometry in XYZ format:
```
78
Properties=species:S:1:pos:R:3:mulliken_charge:R:1
C -0.44 -1.91 4.18 -0.49
O 0.74 -1.33 3.74 -0.50
H -1.05 -1.29 4.83 0.25
H -1.03 -2.17 3.30 0.19
H -0.17 -2.78 4.79 0.26
H 1.34 -1.18 4.47 0.29
C -2.53 4.42 7.54 -0.46
O -3.72 5.12 7.13 -0.51
H -2.28 3.66 6.79 0.21
H -1.66 5.07 7.66 0.22
H -2.73 4.10 8.56 0.25
H -4.48 4.54 7.16 0.30
C -1.16 2.74 -2.05 -1.58
C -2.61 2.07 -1.85 1.25
C -2.36 0.65 -1.34 -0.91
C -3.60 -0.03 -0.73 -0.80
C -4.26 0.89 0.34 -1.25
C -4.61 2.28 -0.23 1.20
N -3.39 2.85 -0.91 0.57
O -3.54 4.21 -1.21 -0.50
C -5.89 2.23 -1.10 -1.53
C -4.88 3.14 1.06 -1.90
C -3.39 2.02 -3.23 -1.75
H -0.65 2.85 -1.09 0.18
H -1.26 3.75 -2.43 0.47
H -0.56 2.19 -2.77 0.38
H -2.13 -0.08 -2.12 0.35
H -1.56 0.68 -0.60 0.38
H -3.31 -1.01 -0.34 0.44
H -4.33 -0.35 -1.48 0.35
H -3.60 0.97 1.20 0.41
H -5.14 0.46 0.82 0.49
H -5.69 1.56 -1.94 0.32
H -6.72 1.81 -0.53 0.41
H -6.19 3.15 -1.61 0.32
H -4.96 4.20 0.79 0.42
H -5.75 2.85 1.65 0.38
H -4.05 3.17 1.77 0.42
H -3.75 3.02 -3.50 0.36
H -4.32 1.46 -3.29 0.31
H -2.70 1.72 -4.02 0.45
H -2.75 4.55 -0.78 0.37
C 2.13 -5.27 -1.14 -1.75
C 3.55 -4.70 -1.61 1.29
C 3.21 -4.28 -3.07 -1.10
C 4.31 -3.38 -3.66 -0.71
C 4.42 -2.08 -2.79 -1.33
C 4.74 -2.41 -1.30 1.34
N 3.90 -3.47 -0.79 0.50
O 3.97 -3.63 0.61 -0.49
C 6.27 -2.71 -1.24 -1.47
C 4.61 -1.09 -0.51 -1.96
C 4.61 -5.78 -1.53 -1.69
H 1.32 -4.57 -1.34 0.40
H 1.91 -6.17 -1.71 0.40
H 2.14 -5.61 -0.10 0.41
H 3.05 -5.14 -3.73 0.49
H 2.34 -3.62 -3.10 0.36
H 5.31 -3.78 -3.50 0.29
H 4.10 -3.21 -4.71 0.43
H 3.54 -1.46 -2.95 0.41
H 5.10 -1.38 -3.25 0.47
H 6.64 -2.49 -0.24 0.40
H 6.85 -2.17 -1.99 0.30
H 6.47 -3.76 -1.41 0.29
H 4.87 -1.35 0.51 0.49
H 3.60 -0.68 -0.47 0.41
H 5.27 -0.30 -0.88 0.36
H 4.88 -5.96 -0.49 0.43
H 4.30 -6.71 -2.00 0.41
H 5.63 -5.59 -1.87 0.28
H 3.18 -3.17 0.91 0.35
O 0.14 3.19 2.33 -0.62
H 0.23 2.38 2.85 0.30
H 0.01 2.88 1.44 0.31
O -0.15 7.31 1.36 -0.64
H 0.71 7.49 0.99 0.31
H -0.06 6.44 1.75 0.32
```

- relative energy (zero: lowest compared OMol25 entry of this formula, charge and spin) (eV) = 2.919
- highest occupied orbital energy (eV) = -8.07
- 2S+1 = 1
- LUMO (eV) = 0.1
- structure (SMILES) = CC1(C)CCCC(C)(C)N1O.CC1(C)CCCC(C)(C)N1O.CO.CO.O.O


This record from OMol25 describes a molecular structure, C29H27ClMgN5O6S. The level of theory is ωB97M-V with the def2-TZVPD basis set.

The geometry in XYZ format:
```
70
Properties=species:S:1:pos:R:3:mulliken_charge:R:1
Mg -0.88 -0.57 1.97 2.38
C 4.92 0.63 -3.53 -1.40
C 4.27 0.60 -2.17 0.85
C 3.03 1.20 -1.98 -1.01
C 2.38 1.13 -0.75 0.83
C 2.99 0.46 0.30 -0.47
C 4.24 -0.12 0.13 -0.77
C 4.87 -0.05 -1.10 -0.77
S 2.14 0.26 1.84 1.61
O 3.08 -0.30 2.77 -0.82
O 1.04 -0.69 1.45 -1.15
N 1.59 1.61 2.32 -0.93
C 0.49 2.24 1.83 0.60
C 0.48 3.51 1.37 -1.10
C -0.73 4.23 0.86 0.43
C -1.93 4.18 1.76 -1.33
C -2.57 3.01 1.80 0.26
C -3.89 2.80 2.34 -0.93
C -4.51 1.63 2.17 -0.97
C -3.75 0.53 1.60 -0.15
N -2.57 0.61 1.12 -0.72
C -1.89 1.90 1.06 3.00
H 4.77 1.59 -4.02 0.36
H 4.48 -0.13 -4.18 0.28
H 5.99 0.44 -3.46 0.40
H 2.54 1.71 -2.80 0.41
H 1.41 1.58 -0.63 -0.09
H 4.70 -0.63 0.97 0.51
H 5.84 -0.51 -1.23 0.35
H 1.45 3.99 1.29 0.31
H -0.46 5.26 0.64 0.59
H -2.32 5.08 2.24 0.40
H -4.36 3.63 2.86 0.43
H -5.50 1.43 2.54 0.42
H -4.19 -0.46 1.64 0.05
O -1.21 3.70 -0.39 -0.59
C -1.46 2.32 -0.29 -0.98
O -0.67 1.49 1.91 -0.30
C -1.08 1.54 -1.36 0.09
C -0.51 2.17 -2.52 -0.87
C 0.03 1.46 -3.55 -0.56
C 0.05 0.05 -3.51 -0.15
C -0.57 -0.60 -2.44 -0.42
C -1.14 0.10 -1.42 -0.22
N 0.70 -0.68 -4.52 1.09
O 1.28 -0.07 -5.43 -0.72
O 0.69 -1.91 -4.48 -0.71
H -0.49 3.25 -2.56 0.34
H 0.47 1.97 -4.40 0.47
H -0.59 -1.69 -2.43 0.55
H -1.63 -0.46 -0.63 0.49
Cl -3.15 -1.02 4.37 -0.34
C -1.29 -1.04 4.05 -0.69
H -1.02 -2.02 4.43 0.42
H -0.93 -0.30 4.78 0.39
C 1.14 -5.11 -0.27 -1.32
C -0.03 -4.32 0.21 0.74
C -1.36 -4.66 0.39 -1.33
C -1.98 -3.49 0.85 0.44
N -1.09 -2.51 0.95 0.19
N 0.08 -3.04 0.56 0.19
C -3.42 -3.26 1.20 -1.20
H 0.84 -6.14 -0.47 0.36
H 1.94 -5.13 0.48 0.30
H 1.55 -4.69 -1.19 0.30
H -1.81 -5.61 0.20 0.43
H 0.90 -2.43 0.60 -0.02
H -3.96 -4.20 1.18 0.41
H -3.88 -2.59 0.47 0.21
H -3.51 -2.82 2.19 0.17
```

- relative energy (zero: lowest compared OMol25 entry of this formula, charge and spin) (eV) = 4.342
- highest occupied orbital energy (eV) = -3.45
- total charge = -1
- 2S+1 = 1
- LUMO (eV) = 1.7


Q: Which value of 2S+1 does entry 4 give?
A: 1